{
  "formula": "C37H60N2O10P",
  "method": "wB97M-V/def2-TZVPD",
  "charge": 1,
  "spin_multiplicity": 1,
  "elements": ["C", "C", "C", "C", "C", "C", "C", "C", "C", "C", "C", "N", "C", "N", "C", "C", "P", "C", "C", "C", "H", "H", "H", "H", "H", "H", "H", "H", "H", "H", "H", "H", "H", "H", "H", "H", "H", "H", "H", "H", "H", "H", "H", "H", "H", "H", "H", "H", "H", "H", "O", "C", "O", "C", "C", "C", "H", "H", "H", "H", "H", "H", "O", "C", "O", "C", "C", "C", "H", "H", "H", "H", "H", "H", "O", "C", "O", "C", "C", "C", "H", "H", "H", "H", "H", "H", "O", "C", "O", "C", "C", "C", "H", "H", "H", "H", "H", "H", "O", "C", "O", "C", "C", "C", "H", "H", "H", "H", "H", "H"],
  "positions_angstrom": [[-4.32887, -1.32380, 3.22628], [-5.00906, 0.13391, 3.34531], [-4.38984, 1.21485, 2.33983], [-4.38036, 0.77757, 0.80019], [-3.10193, 1.30594, -0.02217], [-2.60958, 0.09405, -0.97135], [-1.24549, 0.39167, -1.77770], [0.12232, 0.14772, -0.98123], [0.12102, 0.13390, 0.55253], [1.53416, -0.07055, 1.09273], [2.69087, -0.22855, 0.13223], [2.73969, -0.26758, -1.28175], [1.41360, -0.07216, -1.73371], [-1.38543, -0.13742, -3.16860], [-2.81841, 0.22768, -3.52983], [-3.64112, -0.24009, -2.20501], [-4.44017, -1.97802, -2.24422], [-6.14428, -1.91322, -1.36256], [-3.44707, -3.21732, -1.21692], [-2.02065, -3.61620, -1.82892], [-3.18969, -1.23889, 3.21591], [-4.61353, -2.02757, 4.07607], [-4.70852, -1.82803, 2.25997], [-6.15287, 0.06899, 3.27093], [-4.76952, 0.50295, 4.41242], [-3.34816, 1.49437, 2.73398], [-5.06151, 2.14876, 2.41459], [-5.32047, 1.18882, 0.28299], [-4.40138, -0.35642, 0.69017], [-2.26723, 1.70546, 0.65483], [-3.45562, 2.21496, -0.63554], [-2.48001, -0.79913, -0.26457], [-1.26482, 1.52559, -1.89308], [-0.79667, 0.26198, 1.20144], [1.71288, -0.10148, 2.21574], [3.72451, -0.34012, 0.62585], [1.31338, -0.08395, -2.88226], [-1.19888, -1.13729, -3.36714], [-0.85684, 0.43473, -3.84475], [-3.20695, -0.10038, -4.54485], [-2.96620, 1.36869, -3.45927], [-4.55286, 0.42642, -1.97648], [-5.99979, -1.34945, -0.37366], [-6.47805, -2.96972, -1.10274], [-6.90536, -1.35424, -2.01023], [-3.38804, -2.82530, -0.13238], [-4.07402, -4.18522, -1.18991], [-1.94658, -4.75354, -1.93896], [-1.84615, -3.18034, -2.87632], [-1.20652, -3.27956, -1.10289], [0.64902, 0.99666, 3.88715], [-0.30879, 1.37801, 4.51036], [-1.26655, 2.20064, 4.00317], [-2.19673, 2.54293, 5.03983], [-2.06215, 1.44743, 6.07179], [-0.60147, 1.06413, 5.95225], [-1.92820, 3.52541, 5.43852], [-3.20548, 2.59351, 4.62614], [-2.35256, 1.76312, 7.07480], [-2.68942, 0.59483, 5.79190], [0.03568, 1.68346, 6.58782], [-0.44422, 0.00679, 6.16313], [-4.98822, 5.36546, -0.59728], [-3.81319, 5.61673, -0.55861], [-2.84629, 4.80580, -1.07152], [-1.55663, 5.34891, -0.75859], [-1.79582, 6.81864, -0.49985], [-3.19134, 6.82359, 0.08961], [-1.16385, 4.83030, 0.12140], [-0.87681, 5.18685, -1.59698], [-1.04354, 7.26924, 0.14916], [-1.79567, 7.36679, -1.44700], [-3.17674, 6.67839, 1.17231], [-3.73463, 7.73156, -0.16979], [9.20513, 0.84593, 2.79673], [8.16452, 0.88124, 2.19553], [7.13539, 1.72189, 2.50264], [6.01633, 1.42584, 1.66167], [6.59604, 0.72644, 0.45696], [7.78365, -0.00704, 1.04211], [5.32136, 0.78838, 2.21758], [5.50656, 2.35199, 1.38962], [5.88132, 0.07206, -0.04580], [6.94409, 1.46737, -0.26982], [7.50627, -0.98894, 1.42589], [8.59883, -0.09020, 0.32387], [7.09670, -2.65954, 2.88125], [8.01452, -3.33354, 2.48769], [8.95015, -2.89919, 1.60080], [9.82650, -3.98308, 1.26704], [9.70707, -4.95926, 2.41436], [8.27129, -4.76962, 2.85565], [9.49964, -4.41572, 0.31679], [10.84515, -3.60934, 1.15319], [9.94816, -5.98553, 2.13325], [10.38167, -4.66433, 3.22392], [7.58502, -5.40894, 2.29532], [8.15537, -4.92665, 3.92759], [-0.27716, -3.36763, -5.21242], [-0.88316, -2.81439, -6.09338], [-2.19632, -3.03005, -6.36972], [-2.56474, -2.29214, -7.54218], [-1.54325, -1.18421, -7.65174], [-0.30072, -1.82769, -7.07082], [-2.53873, -2.96789, -8.40147], [-3.57838, -1.90463, -7.42862], [-1.41279, -0.81822, -8.67097], [-1.84531, -0.33743, -7.02566], [0.26918, -2.37069, -7.82801], [0.33031, -1.09791, -6.56356]],
  "lowdin_charge": [-0.124, -0.242, -0.201, -0.185, -0.145, -0.234, -0.202, -0.101, 0.035, -0.011, -0.111, 0.054, -0.110, 0.082, -0.105, -0.380, 0.912, -0.292, -0.443, -0.155, 0.075, 0.077, 0.061, 0.116, 0.094, 0.086, 0.124, 0.126, 0.068, 0.109, 0.118, 0.122, 0.165, 0.097, 0.089, 0.098, 0.104, 0.164, 0.175, 0.134, 0.151, 0.116, 0.020, 0.052, 0.051, 0.068, 0.089, 0.088, 0.040, 0.077, 0.101, -0.461, 0.007, -0.163, -0.154, -0.069, 0.134, 0.109, 0.125, 0.110, 0.141, 0.134, 0.120, -0.482, -0.005, -0.168, -0.159, -0.076, 0.127, 0.125, 0.123, 0.124, 0.137, 0.134, 0.121, -0.466, 0.030, -0.177, -0.164, -0.081, 0.119, 0.125, 0.100, 0.122, 0.093, 0.133, 0.109, -0.468, 0.016, -0.154, -0.161, -0.078, 0.129, 0.131, 0.120, 0.125, 0.135, 0.131, 0.108, -0.493, 0.024, -0.156, -0.163, -0.080, 0.135, 0.129, 0.125, 0.106, 0.142, 0.123]
}



{
  "formula": "C2H9NS2",
  "method": "wB97M-V/def2-TZVPD",
  "smiles": "CSS.CN",
  "spin_multiplicity": 1,
  "elements": ["C", "N", "H", "H", "H", "H", "H", "C", "S", "S", "H", "H", "H", "H"],
  "positions_angstrom": [[-2.29078, 1.03941, 0.82767], [-1.20684, 0.06334, 0.98218], [-1.93268, 1.97604, 0.37799], [-2.73384, 1.27384, 1.78999], [-3.02085, 0.64733, 0.12574], [-0.81790, -0.19442, 0.09054], [-0.53630, 0.39726, 1.64178], [2.07820, 0.15698, -0.90200], [2.15043, -1.36143, -1.82814], [0.65736, -2.53120, -1.00902], [1.44643, 0.92672, -1.34975], [3.09120, 0.57201, -0.94076], [1.80746, 0.06955, 0.14544], [1.30811, -3.03543, 0.04834]],
  "nbo_charge": [-0.408, -0.846, 0.158, 0.192, 0.191, 0.362, 0.350, -0.779, 0.110, -0.135, 0.218, 0.232, 0.231, 0.124]
}



{
  "formula": "C4H7N2O",
  "method": "wB97M-V/def2-TZVPD",
  "charge": 1,
  "smiles": "O=C1CNC=[NH+]C1",
  "spin_multiplicity": 1,
  "elements": ["C", "C", "C", "C", "N", "N", "O", "H", "H", "H", "H", "H", "H", "H"],
  "positions_angstrom": [[1.38683, -0.06554, 0.32001], [-1.33014, 0.08336, -0.05339], [-0.63510, -1.25223, -0.24722], [-0.43620, 1.37163, -0.29381], [0.81982, -1.20182, 0.04796], [0.85156, 1.12213, 0.32615], [-2.42740, 0.07807, 0.39565], [2.39406, -0.29291, 0.62347], [-1.14333, -1.82331, 0.40444], [-0.89019, -1.64670, -1.21425], [-0.28416, 1.44990, -1.44824], [-0.88780, 2.27674, 0.00970], [1.36279, -1.99394, 0.31288], [1.21925, 1.89463, 0.81665]],
  "nbo_charge": [0.392, 0.569, -0.348, -0.335, -0.485, -0.514, -0.430, 0.238, 0.255, 0.258, 0.241, 0.264, 0.444, 0.451]
}



no.,E (a.u.),orbital gap (eV)
1,-2648.760487,7.9041
2,-932.702942,9.6548
3,-341.096053,10.4553